No. 1
C8H29N15O11S2 | ωB97M-V with the def2-TZVPD basis set

Geometry as XYZ:
```
65
C8H29N15O11S2 | the Open Molecules 2025 dataset | ωB97M-V with the def2-TZVPD basis set
N -5.61 1.54 1.33
C -4.46 1.27 1.18
O -3.08 0.88 1.18
O -2.45 1.81 1.96
S -1.27 2.69 1.09
O -1.19 4.03 1.79
O -1.81 3.06 -0.47
S -0.47 3.59 -1.42
H 0.67 2.86 -1.04
C 0.48 -0.13 -1.38
O 0.81 0.98 -0.96
N -0.52 -0.85 -0.83
N 1.10 -0.72 -2.43
H -0.80 -1.76 -1.16
H -1.00 -0.44 -0.05
H 1.85 -0.22 -2.87
H 0.85 -1.63 -2.78
C -2.85 7.34 -0.06
O -3.49 6.57 -0.75
N -2.76 8.67 -0.33
N -2.16 6.94 1.04
H -2.24 9.32 0.23
H -3.26 9.01 -1.13
H -2.20 5.96 1.27
H -1.63 7.56 1.62
C -5.92 -2.92 2.59
O -6.23 -4.02 3.02
N -4.87 -2.21 3.08
N -6.60 -2.30 1.59
H -4.60 -1.30 2.74
H -4.34 -2.63 3.82
H -7.39 -2.80 1.20
H -6.36 -1.40 1.22
C 1.70 1.19 2.75
O 0.82 0.65 2.08
N 2.85 0.56 3.09
N 1.59 2.46 3.21
H 3.57 0.98 3.64
H 2.96 -0.39 2.77
H 0.75 2.97 2.97
H 2.29 2.92 3.76
C -0.27 -4.14 -3.60
O -0.37 -3.32 -2.70
N -0.89 -5.34 -3.57
N 0.49 -3.93 -4.70
H -0.82 -6.03 -4.30
H -1.47 -5.54 -2.77
H 0.97 -3.05 -4.76
H 0.59 -4.59 -5.46
C 5.39 1.24 6.24
O 5.46 1.96 5.25
N 4.67 0.09 6.24
N 6.02 1.53 7.40
H 4.59 -0.52 7.04
H 4.19 -0.15 5.39
H 6.56 2.37 7.43
H 5.97 0.95 8.22
C 2.79 -5.05 -7.39
O 1.65 -4.68 -7.14
N 3.06 -6.18 -8.09
N 3.89 -4.36 -6.98
H 3.99 -6.50 -8.30
H 2.27 -6.71 -8.41
H 3.73 -3.52 -6.45
H 4.83 -4.65 -7.17
```

* HOMO energy: -8.61 eV
* frontier orbital gap: 8.729 eV



No. 2
C2H7N2O | ωB97M-V with the def2-TZVPD basis set

Geometry as XYZ:
```
12
C2H7N2O | the Open Molecules 2025 dataset | ωB97M-V with the def2-TZVPD basis set
C -0.29 1.47 0.25
C 0.63 0.12 0.08
N -0.13 -1.19 0.12
N 1.81 0.24 -0.64
O 1.79 0.06 0.78
H -0.98 1.33 1.07
H -0.81 1.65 -0.68
H 0.39 2.29 0.47
H -1.15 -1.04 0.11
H 0.13 -1.66 1.00
H 0.13 -1.82 -0.66
H 2.20 -0.58 -1.09
```

* HOMO energy: -15.07 eV
* frontier orbital gap: 10.899 eV
* energy above the lowest of the compared OMol25 structures with the same formula, charge and spin: 3.841 eV
* net charge: +1



No. 3
C19H26N4O3 | ωB97M-V with the def2-TZVPD basis set

Geometry as XYZ:
```
52
C19H26N4O3 | the Open Molecules 2025 dataset | ωB97M-V with the def2-TZVPD basis set
C -7.28 -0.29 0.20
C -5.91 0.01 -0.42
N -4.75 -0.47 0.33
C -4.60 0.12 1.65
C -4.61 1.64 1.66
C -4.67 -1.93 0.39
C -3.23 -2.44 0.41
C -2.49 -2.08 -0.88
N -2.35 -0.65 -1.03
C -1.19 -0.01 -0.75
O -0.04 -0.69 -0.61
C 0.92 0.28 -0.42
C 2.30 -0.10 -0.22
C 2.70 -1.43 -0.25
C 4.03 -1.76 -0.05
C 4.98 -0.77 0.17
O 6.30 -0.99 0.38
C 6.77 -2.31 0.37
C 4.57 0.59 0.20
O 5.57 1.49 0.42
C 5.23 2.85 0.46
C 3.25 0.91 0.00
N 0.44 1.48 -0.42
C -0.91 1.34 -0.63
C -1.81 2.40 -0.72
N -2.60 3.24 -0.79
H -7.42 -1.36 0.33
H -7.39 0.20 1.16
H -8.06 0.09 -0.46
H -5.79 1.09 -0.55
H -5.86 -0.45 -1.41
H -5.37 -0.25 2.35
H -3.63 -0.22 2.04
H -4.27 2.00 2.63
H -5.61 2.04 1.49
H -3.95 2.04 0.89
H -5.20 -2.32 1.28
H -5.17 -2.34 -0.50
H -2.69 -2.02 1.26
H -3.25 -3.52 0.52
H -3.05 -2.45 -1.74
H -1.50 -2.53 -0.89
H -3.21 -0.15 -0.78
H 1.97 -2.21 -0.42
H 4.32 -2.79 -0.08
H 7.85 -2.24 0.55
H 6.31 -2.91 1.16
H 6.61 -2.79 -0.60
H 4.52 3.07 1.27
H 4.81 3.19 -0.49
H 6.16 3.38 0.66
H 2.90 1.92 0.01
```

* HOMO energy: -7.27 eV
* frontier orbital gap: 7.948 eV
* energy above the lowest of the compared OMol25 structures with the same formula, charge and spin: 3.911 eV